Entry one
Density functional theory data (ωB97M-V with the def2-TZVPD basis set) for the molecule C6H11NO.

The highest occupied orbital energy comes out at -8.32 eV. Its SMILES is C[C@H](C(N)=O)C1CC1.

Structure (ORCA input):
```
! RIJCOSX wB97M-V def2-TZVPD def2/J DEFGRID3
* xyz 0 1
O 0.4732 -2.0331 -0.2804
H 0.4906 1.8860 -0.3357
N 1.7523 -0.4169 -1.3990
H -1.9241 -1.0267 0.5015
H -0.1785 2.0743 2.0592
C 0.9240 0.2844 1.2702
H -1.1726 0.5654 1.9506
H 2.6139 -0.2234 -0.9002
H -2.7727 0.0269 -0.6258
H 1.8667 0.8132 1.3630
C -0.1300 1.1102 0.0993
C -0.6214 0.0995 -0.8375
H 1.9156 -1.1089 -2.1252
H 0.9148 -0.6605 1.8032
H -2.0007 -1.5045 -1.1698
H -0.5935 0.4639 -1.8639
C -1.9090 -0.6346 -0.5167
C 0.6826 -0.8393 -0.5491
C -0.3311 1.1241 1.5562
*
```

Entry two
Density functional theory data (ωB97M-V with the def2-TZVPD basis set) for the molecule C6H11NO.

The highest occupied orbital energy comes out at -8.93 eV. Its SMILES is [H]/N=C(CC)\C(O)=C\C.

Structure (ORCA input):
```
! RIJCOSX wB97M-V def2-TZVPD def2/J DEFGRID3
* xyz 0 1
C -2.9520 -0.2442 0.4640
H 1.1747 0.9368 1.3045
H 3.2015 -0.9364 -0.0093
H 3.3285 0.8148 0.0544
H 1.0715 -0.8272 1.2833
H -1.0027 0.0318 1.4413
N 1.4476 0.3098 -1.6872
C -1.4648 -0.0388 0.4726
H 0.9253 0.2740 -2.5611
H -3.2367 -1.0789 -0.1806
H -2.2423 0.1939 -1.8291
C 1.4366 0.0431 0.7338
C -0.7340 0.1448 -0.6408
O -1.2812 0.1815 -1.8976
C 0.7360 0.1829 -0.6556
H -3.4747 0.6481 0.1091
C 2.9465 -0.0575 0.5764
H 3.4249 -0.1195 1.5524
H -3.3047 -0.4589 1.4695
*
```

Entry three
Density functional theory data (ωB97M-V with the def2-TZVPD basis set) for the molecule C6H11NO.

The highest occupied orbital energy comes out at -8.13 eV. Its SMILES is C[C@H]1CN2C[C@@H]2[C@@H]1O.

Structure (ORCA input):
```
! RIJCOSX wB97M-V def2-TZVPD def2/J DEFGRID3
* xyz 0 1
C 0.8615 0.2706 -0.4448
H -2.5267 -1.7063 0.6948
N -1.0580 -0.7190 -0.4248
C 0.2833 -0.8818 -0.9121
H -2.7932 0.1917 -0.3912
H 2.4714 -1.0064 0.1701
C -0.3122 1.1992 0.4161
H 0.2738 1.8481 1.1306
C -2.1280 -0.5882 0.2170
H 0.2260 -1.1337 -2.0256
C -1.1057 0.1109 0.9388
H 1.6721 -0.3591 1.5492
H -1.2257 1.1799 -1.0666
C 2.0173 0.0047 0.3929
H 0.5612 -1.7073 -0.2783
H 1.0842 0.9932 -1.2865
H 3.0936 0.7579 0.3120
H -0.4808 -0.4139 1.6221
O -0.9137 1.9594 -0.6137
*
```

Entry four
Density functional theory data (ωB97M-V with the def2-TZVPD basis set) for a structure of composition C6H11NO.

The highest occupied orbital energy comes out at -7.61 eV.

Structure (ORCA input):
```
! RIJCOSX wB97M-V def2-TZVPD def2/J DEFGRID3
* xyz 0 1
C -0.1002 0.7471 -0.3388
H 2.4926 -1.5941 -0.2778
H -0.4575 2.3631 0.8854
H 2.7983 0.1313 -0.2184
C -1.3468 1.0214 -1.2613
H 1.1372 2.1257 0.5233
H -0.7735 -2.4188 0.8790
C 0.7687 -0.3878 -0.6782
H -2.1130 -1.4346 1.3985
H -1.1490 0.9254 -2.3308
C -1.0549 -1.3867 1.1210
C 2.0579 -0.6376 0.0312
H 0.7777 -0.7535 -1.6994
H -0.4704 -1.0397 1.9774
H 1.9344 -0.6398 1.1172
O -2.0357 -0.1253 -0.7686
C -0.8570 -0.5101 -0.0536
N 0.2589 1.6585 0.7345
H -1.8677 1.9556 -1.0404
*
```

Most stable of them? entry two.

Entry one
Density functional theory data (ωB97M-V with the def2-TZVPD basis set) for the molecule C6H11NO.

The highest occupied orbital energy comes out at -9.04 eV. Its SMILES is C=CC(=C)[C@](C)(N)O.

Structure (ORCA input):
```
! RIJCOSX wB97M-V def2-TZVPD def2/J DEFGRID3
* xyz 0 1
H -0.8276 -0.8065 1.9828
H 1.3124 2.4646 0.6042
H -1.7717 0.6579 1.6424
H -0.4982 2.3411 0.8266
H 1.8534 -1.7232 0.2253
H -1.8270 1.3835 -1.0415
H -2.3960 -0.9183 1.1637
C 2.3386 -0.9625 -0.3635
C 0.4123 1.8879 0.4676
C -1.4910 -0.3233 1.2681
C -0.7855 -0.2082 -0.0797
H 3.3326 -1.1528 -0.7366
N -0.5694 -1.4850 -0.6453
C 0.4707 0.6395 -0.0038
O -1.6931 0.4410 -1.1812
H -1.4287 -2.0227 -0.6320
C 1.7239 0.1865 -0.6132
H -0.3576 -1.3276 -1.6378
H 2.2018 0.9281 -1.2462
*
```

Entry two
Density functional theory data (ωB97M-V with the def2-TZVPD basis set) for a structure of composition C6H11NO.

The highest occupied orbital energy comes out at -8.62 eV.

Structure (ORCA input):
```
! RIJCOSX wB97M-V def2-TZVPD def2/J DEFGRID3
* xyz 0 1
C 0.0609 0.7553 -1.5575
H 1.3007 1.7603 0.0067
H 0.7060 -1.7202 0.7521
H 0.1033 -1.1108 -1.6913
C -2.0468 0.1782 1.9333
H -1.7100 -0.9003 -0.1437
H 1.7465 -0.5348 1.7317
C 1.0987 -0.7934 0.8875
C 0.0344 0.3087 0.8277
C 0.9238 0.7420 -0.3920
H -1.6358 0.6632 2.6769
C -1.3044 -0.3011 0.7989
H 2.7858 -0.2845 -0.1834
H 0.8594 0.7316 -2.5310
N 1.6759 -0.3169 -0.3831
O -0.6103 -0.5252 -1.8221
H -0.0066 0.9719 1.6913
H -3.0047 -0.3225 1.8275
H -0.5933 1.8277 -1.8663
*
```

Entry three
Density functional theory data (ωB97M-V with the def2-TZVPD basis set) for the molecule C6H11NO.

The highest occupied orbital energy comes out at -9.05 eV. Its SMILES is C=C(C)[C@@]1(N)C[C@@H]1O.

Structure (ORCA input):
```
! RIJCOSX wB97M-V def2-TZVPD def2/J DEFGRID3
* xyz 0 1
H -2.0559 0.2882 1.3163
H 2.2004 1.9167 -0.8478
H -1.6689 -1.5025 1.2939
C -1.2044 -0.9246 -0.5810
H 1.3677 -1.0794 1.5688
H 2.1150 0.2197 -0.0874
H -1.2274 2.0722 0.9167
N 0.8753 -1.3126 0.6553
C 0.2705 1.1811 -0.1831
H -0.1856 -2.5938 -0.3378
C -1.4987 -0.5550 0.8046
C -0.4637 2.1895 0.2704
H -0.1642 3.3056 0.2255
O -1.0076 -2.2816 -0.9628
C 1.4812 0.9440 -0.9396
H 1.7058 -1.6116 0.0013
H 1.0681 0.5420 -1.9035
C -0.1014 -0.3532 0.2496
H -1.5063 -0.4447 -1.4593
*
```

Most stable of them? entry one.

Entry one
Density functional theory data (ωB97M-V with the def2-TZVPD basis set) for the molecule C6H11NO.

The highest occupied orbital energy comes out at -9.27 eV. Its SMILES is C[C@@]12CC[C@@H](N1)[C@@H]2O.

Structure (ORCA input):
```
! RIJCOSX wB97M-V def2-TZVPD def2/J DEFGRID3
* xyz 0 1
H -1.6654 -0.2335 1.4835
C -1.3439 0.8727 -0.3999
C -1.1140 -0.3664 0.5073
C 0.6151 -0.0881 -1.1284
H 0.1443 2.2921 -1.4049
H 1.7587 0.0055 -1.2095
H -1.6939 1.7681 0.3203
O 0.1491 -1.1027 -2.0841
H 0.4034 -0.8026 2.5118
C -0.0512 1.3132 -0.8491
C 0.9187 -1.2025 1.6276
H 2.0068 -1.3389 1.6278
N 0.5942 1.1395 0.6420
H 0.5377 -2.2432 1.7389
C 0.4278 -0.3914 0.4375
H -1.4807 -1.4189 0.1842
H -0.1105 -0.4702 -2.9789
H -1.7365 0.8509 -1.4564
H 1.6402 1.4163 0.4303
*
```

Entry two
Density functional theory data (ωB97M-V with the def2-TZVPD basis set) for the molecule C6H11NO.

The highest occupied orbital energy comes out at -8.11 eV. Its SMILES is CCCC[C@]1(O)C=N1.

Structure (ORCA input):
```
! RIJCOSX wB97M-V def2-TZVPD def2/J DEFGRID3
* xyz 0 1
C -0.3715 0.1456 0.3199
H 2.0549 -0.7148 1.6087
H -0.0866 -0.6571 0.9622
H -1.8955 -0.9781 -0.6079
H 4.0530 0.2754 -1.4864
N 2.7351 -1.4212 -0.7398
C -1.7666 0.0237 -0.1721
C 3.3209 -0.4326 -1.2878
H -3.6639 0.0456 0.8007
C 0.6665 0.1589 -0.8701
C -2.6533 0.3036 0.9603
H -2.3127 -0.2559 1.7209
O 2.1087 0.1063 1.0553
C 1.9822 -0.2427 -0.2537
H -2.7332 1.3405 1.1040
H -2.0863 0.6349 -1.0649
H 0.3236 -0.5572 -1.6776
H 0.5770 1.2164 -1.2939
H -0.2524 1.0087 0.9222
*
```

Entry three
Density functional theory data (ωB97M-V with the def2-TZVPD basis set) for a structure of composition C6H11NO.

The highest occupied orbital energy comes out at -8.63 eV.

Structure (ORCA input):
```
! RIJCOSX wB97M-V def2-TZVPD def2/J DEFGRID3
* xyz 0 1
H 0.1330 1.2086 2.1307
C -0.0087 -1.1717 -1.3941
H 0.6232 1.1439 0.2428
C 0.2361 -1.5000 0.0384
H 0.3580 -2.0544 -2.1694
N 2.3032 0.8100 1.8430
H 2.1836 1.7647 2.3787
O -2.8254 0.4151 -1.0641
C -0.7934 -0.1819 -1.7940
C -1.3768 0.8682 -0.9080
H -3.1641 -0.5760 -0.5435
H -1.1590 2.0375 -1.6114
H 0.6558 -1.5230 2.1997
H -0.8945 0.8374 0.3544
C 0.8703 0.6290 1.3324
H 2.8401 0.8927 0.5602
H 0.2834 -2.6289 0.0332
H -1.0509 -0.1180 -2.8779
C 0.7861 -0.8532 1.2489
*
```

Most stable of them? entry two.

Entry one
Density functional theory data (ωB97M-V with the def2-TZVPD basis set) for a structure of composition C6H11NO.

The highest occupied orbital energy comes out at -8.05 eV.

Structure (ORCA input):
```
! RIJCOSX wB97M-V def2-TZVPD def2/J DEFGRID3
* xyz 0 1
H -2.9081 -0.5923 0.6061
C 2.3503 -0.2715 -0.2236
C 1.1193 -0.2590 0.6284
H -1.4286 0.9359 1.7076
H 2.6396 -1.4818 -0.3255
H 1.4224 1.8247 -0.4771
N -1.0502 -1.0360 -0.8277
H -1.1318 -2.1998 -1.2936
C 0.1044 0.6056 0.1561
H 1.5047 -0.3529 1.6388
H -2.9729 0.1025 -1.2209
H 2.2705 -0.3134 -1.2503
H -1.5614 2.0668 0.0434
O 0.4363 1.3599 -1.0114
C -2.2003 -0.0504 -0.1915
C -0.2287 -0.8421 0.2541
H -0.6918 -0.8734 1.2415
H 3.5025 0.2918 0.0231
C -1.1764 1.0854 0.5225
*
```

Entry two
Density functional theory data (ωB97M-V with the def2-TZVPD basis set) for a structure of composition C6H11NO.

The highest occupied orbital energy comes out at -8.76 eV.

Structure (ORCA input):
```
! RIJCOSX wB97M-V def2-TZVPD def2/J DEFGRID3
* xyz 0 1
H 1.1598 -2.5332 -1.5423
C 0.1100 0.6838 -0.5231
N -0.5896 0.1819 1.5351
H 0.7278 1.1983 1.0723
H 0.8903 -1.4763 1.3066
C 1.4238 -1.4273 -1.0313
C -0.2843 -1.2146 1.0205
H -1.5267 2.1469 -1.3946
O 1.0573 1.4348 0.2400
H 2.0824 -0.5614 -1.8806
H -0.2080 3.0465 -0.7926
H -1.0461 -1.8076 1.5689
H 2.0967 -1.2877 0.2023
C -0.6680 1.9362 -0.6993
C -1.1600 0.8878 0.4042
H -0.9020 -0.9780 -1.1534
H -1.9143 0.3542 -0.0590
C 0.1087 -0.8728 -0.5313
H -1.3578 0.2884 2.2575
*
```

Entry three
Density functional theory data (ωB97M-V with the def2-TZVPD basis set) for the molecule C6H11NO.

The highest occupied orbital energy comes out at -7.79 eV. Its SMILES is CC1(O)C[C@H]2N[C@@H]2C1.

Structure (ORCA input):
```
! RIJCOSX wB97M-V def2-TZVPD def2/J DEFGRID3
* xyz 0 1
H 0.3877 0.5014 1.9935
H -0.4924 2.0947 0.3692
C 0.3973 0.4140 -0.5617
H 2.2135 0.9624 -1.1515
H -1.7051 0.9827 -0.1503
N -0.9256 -0.7355 2.4898
C 0.0171 0.3382 -1.9981
C -0.5286 0.1117 1.5363
H 0.3755 1.2051 -2.5400
H 0.5897 -0.4640 -2.5045
C 0.7491 -1.0483 0.1761
H -1.1033 -2.1158 0.7598
C -0.4495 -1.3056 1.1388
H -1.9966 -0.7170 2.5686
H 1.7074 -0.7450 0.6035
H -1.0121 0.0815 -2.1332
C -0.7659 1.0902 0.3667
H 0.8791 -1.7987 -0.6109
O 1.6626 1.1482 -0.3522
*
```

Most stable of them? entry three.